#i
# C4H11N2S

2 unconnected molecules or ions with the total composition C4H11N2S (ωB97M-V/def2-TZVPD, the Open Molecules 2025 dataset).

The geometry in XYZ format:
```
18
C4H11N2S (ωB97M-V/def2-TZVPD)
C -0.634 -0.975 -0.340
C -1.778 -0.724 0.621
C -0.381 1.107 0.451
C 0.723 0.671 -1.612
N 0.043 0.313 -0.409
N -1.314 0.538 1.244
S 2.399 0.095 1.117
H 0.120 -1.691 -0.084
H -0.997 -1.206 -1.318
H -2.796 -0.714 0.221
H -1.768 -1.513 1.465
H 0.065 2.070 0.612
H 1.589 0.081 -1.721
H 0.005 0.356 -2.371
H 1.046 1.742 -1.577
H -2.018 1.085 1.802
H 3.464 -0.124 0.509
H 2.232 -1.111 1.391
```

Results
Total charge = +1

#ii
# C4H11N2S

A gas-phase ion, C4H11N2S (charge +1) (ωB97M-V/def2-TZVPD, the Open Molecules 2025 dataset).

The geometry in XYZ format:
```
18
C4H11N2S (ωB97M-V/def2-TZVPD)
C 0.069 1.480 1.412
C -0.381 -0.662 0.584
C -0.424 -1.132 -2.042
C -0.195 -0.149 -0.866
N -0.426 0.169 1.552
N 1.349 1.406 0.623
S -0.505 -2.319 0.882
H -0.559 2.326 0.936
H 0.150 1.909 2.520
H -1.403 -1.829 -2.090
H 0.370 -1.889 -2.275
H -0.752 -0.501 -2.992
H -0.807 0.631 -0.990
H 0.882 0.241 -0.878
H -0.750 -0.146 2.496
H 1.636 2.258 0.188
H 2.022 1.031 1.188
H -0.276 -2.824 -0.247
```

Results
Total charge = +1

#iii
# C4H11N2S

2 unconnected molecules or ions with the total composition C4H11N2S (ωB97M-V/def2-TZVPD, the Open Molecules 2025 dataset).

The geometry in XYZ format:
```
18
C4H11N2S (ωB97M-V/def2-TZVPD)
C -1.351 -0.703 0.656
C -1.878 0.667 0.408
C 0.485 0.286 -0.586
C 1.813 0.320 1.039
N 1.309 0.212 -1.664
N -0.290 -0.969 -0.343
S -0.701 1.590 -0.617
H -0.835 -0.700 1.575
H -1.924 -1.640 0.649
H -2.829 0.643 -0.183
H -2.229 1.202 1.284
H 2.156 1.286 1.157
H 2.479 -0.430 0.731
H 1.005 0.143 1.696
H 2.002 1.000 -1.712
H 0.883 0.001 -2.659
H 0.559 -1.591 -0.102
H -0.654 -1.319 -1.329
```

Results
Total charge = +1

Which is most stable? The ranking, best first, is #i, #ii, #iii.

#i
# C4H11N2S

2 unconnected molecules or ions with the total composition C4H11N2S (ωB97M-V/def2-TZVPD, the Open Molecules 2025 dataset).

The geometry in XYZ format:
```
18
C4H11N2S (ωB97M-V/def2-TZVPD)
C -1.549 -1.067 0.442
C -2.397 0.056 -0.135
C 0.232 0.492 0.413
C 1.287 1.290 1.093
N 1.219 0.100 -1.372
N -0.150 -0.677 0.787
S -1.109 1.509 -0.252
H -2.069 -1.360 1.314
H -1.482 -1.931 -0.174
H -2.688 -0.013 -1.113
H -3.252 0.443 0.431
H 1.409 0.693 2.036
H 1.066 2.387 1.065
H 2.305 1.236 0.703
H 0.654 -0.337 -2.138
H 2.061 -0.571 -1.428
H 0.379 -1.366 1.357
H 1.464 1.009 -1.884
```

Results
Total charge = +1

#ii
# C4H11N2S

2 unconnected molecules or ions with the total composition C4H11N2S (ωB97M-V/def2-TZVPD, the Open Molecules 2025 dataset).

The geometry in XYZ format:
```
18
C4H11N2S (ωB97M-V/def2-TZVPD)
C 0.739 -0.786 0.810
C 0.086 -1.854 -0.156
C 0.227 0.142 -1.304
C 1.166 1.711 0.306
N 0.677 0.431 -0.132
N -0.019 -1.130 -1.412
S -2.363 0.505 0.633
H -0.049 -0.589 1.608
H 1.637 -1.133 1.295
H 0.685 -2.841 -0.208
H -0.996 -2.113 0.123
H 0.145 0.780 -2.251
H 0.805 2.028 1.321
H 2.307 1.777 0.286
H 0.786 2.461 -0.454
H -0.434 -1.657 -2.232
H -3.632 0.569 1.051
H -1.767 1.701 0.719
```

Results
Total charge = +1

Which is most stable? The ranking, best first, is #ii, #i.